# 1
The following is a quantum chemistry calculation of a molecular structure, C13H30FNO5Sr at a distorted geometry, from OMol25.

XYZ file:
```
51
Properties=species:S:1:pos:R:3:forces:R:3
Sr -0.410288 1.449685 1.845182 1.967 -0.529 0.443
F 0.819037 2.261337 3.794398 -0.775 -0.203 -0.991
O -2.434420 -0.327133 2.060501 0.329 0.008 -0.015
O -2.272478 2.880259 2.908198 -0.273 -0.015 -0.346
O -1.796469 2.816408 0.200964 -0.902 0.114 0.199
O 0.846752 0.253401 0.157397 -0.508 -0.088 0.874
O 0.053810 -0.537777 3.353322 -0.838 -0.918 0.155
N 1.024482 -0.276209 -1.121403 -1.501 1.786 -0.194
C -2.824268 3.923831 2.083070 0.191 -0.600 1.198
C 3.447656 -0.757810 -1.063640 0.779 0.586 0.023
C 2.591065 1.539359 -1.427014 -0.098 0.497 -0.028
C 0.283835 -1.471801 -1.388315 0.656 -0.469 0.295
C -3.039049 3.330319 0.727114 0.067 1.397 -0.848
C 0.829982 -2.710724 -0.632123 -0.390 -0.160 0.367
C 2.284030 0.080485 -1.682505 0.870 -1.563 -0.178
C -1.171048 -1.284106 -0.981538 -0.139 -0.203 0.532
C -0.740313 -1.714367 3.096347 0.663 0.317 -0.249
C 2.280540 -0.207399 -3.190674 0.703 0.631 -0.496
C -2.192292 -1.363367 3.019469 -0.442 0.202 0.395
C 0.322082 -1.764017 -2.877527 -0.251 -0.978 -1.053
C 1.670646 -1.540075 -3.553553 -0.156 -0.022 0.474
H 0.201914 -3.586020 -0.838265 0.164 -0.003 -0.132
H -1.311802 -1.468730 0.085047 0.096 0.047 -0.026
H -1.500101 -0.259882 -1.161997 -0.062 -0.077 -0.321
H -2.750044 -2.264144 2.756203 -0.020 -0.010 0.013
H 1.866178 -2.925102 -0.879032 -0.006 -0.098 -0.133
H 4.400086 -0.226128 -1.212949 -0.136 -0.017 0.024
H 3.335610 -0.206896 -3.503355 -0.082 -0.043 0.020
H 0.799158 -0.823266 3.886977 0.235 0.539 -0.043
H -0.505776 -1.294835 -3.422967 0.282 0.650 0.193
H 2.365894 -2.309551 -3.203688 -0.101 -0.146 -0.142
H 3.304560 1.900307 -2.172573 0.076 -0.033 0.041
H 3.319120 -0.854957 0.015200 -0.177 -0.074 -0.029
H -3.880428 2.639294 0.687961 0.350 -0.491 0.110
H -0.398135 -2.161256 2.160102 -0.033 -0.088 0.046
H -0.619187 -2.416125 3.922028 -0.017 -0.182 -0.079
H 1.860315 0.623322 -3.771937 -0.443 -0.077 0.297
H -2.199659 3.125037 3.835903 0.192 0.229 -0.053
H 3.016543 1.687068 -0.436226 -0.055 0.020 0.024
H -2.138266 4.772164 2.047942 0.039 -0.014 -0.099
H -3.767210 4.239830 2.533909 -0.113 0.163 -0.304
H -1.775195 -2.027394 -1.508190 -0.170 0.198 -0.109
H -3.325241 -0.410544 1.713374 0.027 0.006 -0.011
H 1.683906 2.143350 -1.500565 -0.001 -0.057 -0.054
H 3.613632 -1.734004 -1.520611 -0.342 -0.087 0.052
H 0.078757 -2.827519 -3.039564 0.034 0.072 0.301
H -3.308599 4.174939 0.081269 -0.281 -0.092 0.086
H -1.748400 3.140332 -0.701979 0.377 -0.325 -0.085
H -2.519667 -1.006860 4.001809 -0.083 -0.065 -0.029
H 0.772571 -2.562795 0.449852 0.168 0.249 -0.079
H 1.556191 -1.659956 -4.631362 0.133 0.017 -0.039
```
Forces are in eV/Å.

Results
2S+1   1
LUMO level   -0.007 Eh
Orbital gap   5.17 eV
Energy above the lowest of the compared OMol25 structures with the same formula, charge and spin   0.0 kJ/mol

***

# 2
The following is a quantum chemistry calculation of a molecular structure, C13H30GaO5, from OMol25.

XYZ file:
```
49
Properties=species:S:1:pos:R:3:forces:R:3
Ga -1.451241 -1.333091 3.512516 -0.135 -0.116 -0.141
O -4.330897 0.288898 3.769159 -0.067 0.245 0.048
O 0.974699 1.506524 3.378900 0.072 -0.016 -0.058
O 0.622082 1.329209 -3.823745 -0.040 -0.010 -0.015
O -1.057141 -0.840640 -0.817940 0.116 0.133 0.016
O 0.017244 -0.732768 4.575362 -0.058 0.052 0.041
C -0.877035 -2.151458 -1.338192 -0.085 -0.079 0.027
C -3.624155 0.690374 2.584915 -0.063 0.004 -0.028
C 1.568331 1.664495 -4.832599 0.028 0.027 0.015
C 1.297201 0.811924 -2.668844 0.030 -0.034 0.009
C 2.938423 1.623840 -4.164707 -0.013 -0.027 0.000
C -1.922949 -2.315660 -2.437367 0.022 0.037 -0.001
C -2.150425 0.320016 2.537246 -0.056 0.043 -0.005
C -1.938431 -0.091496 -1.646066 -0.027 -0.022 -0.158
C 2.727803 0.535561 -3.112377 -0.011 0.032 0.011
C 1.965496 0.582552 3.830052 -0.052 0.098 0.036
C -2.054810 -0.878840 -2.948042 -0.047 -0.030 0.035
C 1.289200 -0.787237 4.081148 0.194 -0.071 0.060
C 3.114722 0.466291 2.816086 0.058 -0.117 0.018
H -1.618072 -3.029076 -3.203386 0.002 0.009 -0.007
H -3.776257 0.518466 4.521414 0.096 -0.183 -0.026
H 3.741125 1.405538 -4.868770 0.001 -0.005 0.002
H 0.137028 -2.245874 -1.750523 0.002 0.010 0.008
H 2.381629 0.946012 4.779433 -0.168 0.035 0.066
H -2.916304 0.007122 -1.161412 0.032 -0.025 0.082
H -2.480111 -2.067173 4.501574 0.055 0.077 0.097
H -0.811369 -2.390863 2.455166 0.066 0.033 0.001
H -4.184400 0.218244 1.773106 0.069 -0.065 -0.010
H 0.768436 -0.073226 -2.320508 0.006 0.013 0.037
H 1.265681 1.556310 -1.867427 0.000 0.017 -0.011
H -1.542778 1.152154 2.906855 0.006 -0.041 0.036
H 1.370835 -1.371724 3.145465 -0.143 0.058 -0.035
H 2.861520 1.022847 1.911336 -0.035 -0.043 -0.008
H -2.992439 -0.685502 -3.469553 -0.003 -0.007 0.000
H 1.314649 2.646590 -5.236521 0.009 -0.001 -0.009
H 3.154694 2.579165 -3.682179 -0.006 0.003 0.008
H -1.231089 -0.624923 -3.618954 0.013 -0.001 0.007
H 1.508514 0.932437 -5.647080 -0.002 -0.005 0.003
H -1.869185 0.183725 1.487493 0.061 0.013 0.033
H 4.063634 0.851456 3.196643 -0.021 0.023 0.021
H -3.755398 1.777912 2.461911 -0.050 -0.021 -0.024
H 3.267920 -0.574838 2.520636 0.043 0.005 0.016
H 2.801185 -0.453442 -3.570094 -0.006 -0.003 -0.006
H -0.979158 -2.861433 -0.516910 -0.006 0.000 -0.003
H 1.954535 -1.293260 4.812585 0.126 -0.054 -0.172
H 1.413807 2.347449 3.222417 -0.005 0.004 -0.004
H -1.522153 0.907991 -1.784337 -0.007 -0.002 -0.015
H -2.868766 -2.653262 -2.008920 -0.006 0.003 0.004
H 3.434171 0.582684 -2.284966 0.004 0.002 -0.003
```
Forces are in eV/Å.

Results
Net charge   -1
2S+1   1
LUMO level   0.094 Eh
Orbital gap   6.72 eV

***

# 3
The following is a quantum chemistry calculation of a molecular structure, C13H30N4O7Sr at a distorted geometry, from OMol25.

XYZ file:
```
55
Properties=species:S:1:pos:R:3:forces:R:3
Sr 0.435931 -0.833168 -1.105057 -0.201 0.912 1.056
O 1.857085 1.292672 -1.907362 0.237 0.504 -0.181
O -0.914671 2.551819 0.229354 -0.539 -0.606 -1.229
O -1.297427 -1.696162 0.510885 -0.462 -0.374 0.134
O 3.241399 -2.623676 -0.127360 -0.043 -0.227 -0.620
O 0.081118 0.945109 1.951688 -0.478 1.288 -0.464
O -1.085966 -0.721196 -3.480675 -0.574 0.401 0.197
O 1.795443 -2.382480 -2.219588 0.696 -0.601 -0.970
N -1.477233 0.047711 -2.530058 0.185 0.254 -1.008
N 2.499388 -1.702732 0.412188 0.971 0.108 2.445
N 1.027737 0.161629 1.344927 1.910 -0.854 2.001
N -1.192629 1.702233 -0.707982 0.102 1.565 0.458
C 2.793205 -1.341620 1.681691 -0.272 -0.800 -2.621
C -1.283049 -1.963975 2.978587 -0.014 0.163 0.251
C -2.559911 1.589242 -4.173417 -0.085 0.023 -0.452
C -2.010487 1.264743 -2.835527 0.524 -0.533 0.718
C -2.303681 3.621218 -1.898943 -0.178 0.274 0.023
C 3.857845 -1.972125 2.512574 0.288 -0.078 0.050
C 2.950551 3.474002 -1.466158 0.861 1.743 0.301
C 2.180783 0.233174 3.587235 -0.291 0.179 0.162
C -1.009083 -2.580473 1.629542 -0.115 0.198 -0.663
C -3.721957 -2.235650 0.657751 -0.089 -0.036 -0.139
C -1.862908 2.206438 -1.784119 0.283 -1.014 0.353
C -2.656839 -1.188152 0.414497 0.576 0.090 0.372
C 1.972630 -0.277463 2.195331 -2.435 1.023 -1.946
H -3.729671 -2.597852 1.689285 -0.008 0.011 -0.180
H -2.744527 -0.349835 1.121747 -0.062 -0.182 -0.124
H -1.602439 -3.494490 1.486186 0.249 0.075 0.089
H -4.696781 -1.783481 0.460090 0.030 -0.039 0.016
H 1.589684 1.137673 3.751261 0.054 -0.215 -0.025
H 0.053956 -2.821093 1.512039 -0.191 0.034 0.033
H -3.174437 3.696836 -2.559930 0.175 0.012 0.150
H 4.591243 -1.220392 2.839047 -0.059 -0.225 -0.060
H -3.602608 -3.083532 -0.023874 -0.009 0.061 0.105
H 2.329544 2.309784 -1.605184 -0.767 -1.528 -0.294
H -2.725569 -0.781488 -0.599817 0.000 -0.078 0.227
H -2.356235 -1.913110 3.181616 0.115 0.081 0.039
H -0.859931 -0.958213 3.055225 -0.043 -0.117 -0.096
H 2.188048 4.200798 -1.170390 -0.069 -0.471 -0.104
H 2.115079 -2.629767 -3.100675 -0.196 0.050 0.515
H 3.239942 0.468360 3.753078 -0.198 -0.127 -0.106
H 3.431767 -2.420063 3.423866 0.115 0.073 -0.208
H 2.030131 1.254587 -2.863944 0.044 0.126 0.271
H -0.274560 1.575052 1.205300 0.332 -0.614 1.199
H -2.560115 4.025988 -0.915145 0.131 -0.071 -0.180
H 3.392960 3.699483 -2.438304 -0.168 -0.276 0.098
H -0.832389 -2.587104 3.756756 -0.044 0.008 -0.072
H 4.373752 -2.749150 1.940274 -0.154 0.201 0.096
H -2.673279 0.667158 -4.752718 0.056 0.221 0.089
H -1.509187 4.247729 -2.332674 -0.141 -0.133 0.180
H 2.519294 -2.618046 -1.527001 0.144 -0.029 0.405
H -3.535175 2.086625 -4.085191 0.236 -0.112 -0.025
H -1.891185 2.268157 -4.726380 -0.187 -0.188 0.119
H 3.698658 3.315553 -0.684632 -0.277 -0.319 -0.195
H 1.896757 -0.517284 4.340085 0.033 0.167 -0.190
```
Forces are in eV/Å.

Results
2S+1   1
LUMO level (alpha / beta)   -0.036 / -0.084 Eh
Orbital gap (alpha / beta)   5.67 / 4.36 eV
Energy above the lowest of the compared OMol25 structures with the same formula, charge and spin   0.0 kJ/mol

***

# 4
The following is a quantum chemistry calculation of 3 unconnected molecules or ions with the total composition C13H30NO7S, from OMol25.

XYZ file:
```
52
Properties=species:S:1:pos:R:3:forces:R:3
S 1.366263 -2.834366 -1.135107 0.062 0.041 0.160
O -2.908705 0.106287 -2.176617 0.055 -0.078 0.066
O 2.715554 3.613444 0.642003 -0.035 0.040 0.000
O -4.291574 1.191880 -0.754346 0.079 -0.075 0.016
O -2.117782 1.749060 -1.009570 -0.005 -0.040 0.041
O 1.860980 4.509760 -1.245099 -0.037 -0.003 0.142
O 0.121479 -6.086882 0.279449 0.053 -0.056 -0.071
O 2.957301 5.794671 0.103966 -0.019 -0.013 0.009
N -0.881955 -4.549416 2.496201 -0.078 0.050 0.026
C 2.533278 4.558226 -0.088208 0.040 -0.041 -0.028
C 0.258878 0.713124 1.674456 -0.027 0.043 0.015
C -3.216391 1.029116 -1.259488 -0.105 0.201 -0.070
C 1.388990 3.204470 -1.561339 0.058 -0.096 -0.122
C 0.084940 -3.862155 -0.371616 -0.069 0.026 -0.012
C 0.497255 -4.432990 2.077156 0.087 0.056 0.000
C 0.708743 -4.860552 0.619548 0.040 -0.037 0.012
C -0.082900 -0.389243 0.662001 -0.009 -0.004 -0.060
C 3.707390 5.996134 1.313691 -0.019 -0.012 -0.021
C -2.282069 2.764013 -0.004417 0.138 0.018 0.112
C 0.504997 -1.313257 -1.672189 -0.175 -0.034 -0.060
C 0.610500 -0.166010 -0.679662 -0.051 0.142 -0.002
C -4.031874 -0.689887 -2.598912 -0.001 0.013 0.008
H -0.529464 -1.622635 -1.841824 0.022 0.053 -0.011
H -0.654555 -3.202027 0.079132 -0.008 -0.047 -0.019
H -2.560780 2.313964 0.947329 -0.050 -0.008 -0.032
H 0.389117 0.308983 2.677818 -0.043 0.020 -0.013
H 1.111778 -5.084572 2.702399 -0.039 -0.007 -0.022
H -0.532918 1.460335 1.725605 0.075 -0.030 -0.013
H 3.972676 7.047500 1.311829 0.008 -0.005 0.017
H -3.031543 3.500841 -0.282218 -0.027 -0.089 -0.148
H 0.181837 -1.370364 1.077599 0.074 0.075 0.018
H -0.366743 -4.411356 -1.197766 0.020 0.024 0.013
H 0.200942 -6.719216 1.001697 -0.047 0.053 0.089
H 0.926639 -3.421806 2.187543 -0.002 -0.056 0.036
H -4.797646 -0.055362 -3.038826 0.011 -0.004 -0.007
H 3.096016 5.753293 2.180208 0.002 0.011 -0.001
H -1.162529 -0.412494 0.482826 0.034 -0.117 0.056
H 0.846370 3.286337 -2.498623 0.013 0.078 0.003
H -1.303783 3.229251 0.073298 -0.060 0.087 0.051
H 0.952322 -1.069740 -2.634882 0.000 -0.003 0.026
H 0.733113 2.823307 -0.779114 0.021 0.072 0.017
H 1.660374 0.107363 -0.529100 -0.010 -0.084 -0.016
H 1.912092 -2.345354 -0.002823 0.007 -0.013 -0.036
H -4.455671 -1.226773 -1.752733 0.004 -0.006 -0.005
H -0.964401 -4.751783 3.482595 0.020 -0.008 -0.036
H 0.135560 0.690171 -1.167934 0.060 -0.057 -0.014
H 2.235986 2.526143 -1.669829 -0.048 -0.051 -0.034
H 1.179171 1.238243 1.407135 -0.004 -0.050 0.029
H -1.440389 -3.727046 2.309490 0.049 -0.013 -0.015
H 4.598875 5.372687 1.311422 0.001 0.009 -0.003
H 1.800548 -4.905154 0.464653 -0.046 0.030 -0.082
H -3.636292 -1.378159 -3.338807 -0.020 -0.004 -0.009
```
Forces are in eV/Å.

Results
Net charge   +1
2S+1   1
LUMO level   -0.109 Eh
Orbital gap   9.85 eV
Energy above the lowest of the compared OMol25 structures with the same formula, charge and spin   0.0 kJ/mol